Here is a structure of composition C56H48Cl8F6O6 in a non-equilibrium geometry from the OMol25 dataset. Energies are from ωB97M-V/def2-TZVPD.

Positions of all 124 atoms, in Å:
H 1.49961 -3.66067 2.63141
C -5.05901 0.33709 -3.06058
H 3.75669 -0.42881 -1.42961
F 0.61373 -6.82067 1.83075
C 4.70570 -1.51086 2.05610
Cl 1.17015 4.01961 -5.97437
C 5.49381 -3.30187 3.51493
C -0.87084 -1.62131 3.99231
C 1.00668 -0.06423 -2.85602
C 0.37847 -0.22497 -0.13467
H -6.17856 4.74471 -1.03952
H -4.68841 -0.70465 1.49669
H -4.47447 3.83099 -2.71949
C 5.42217 -1.95347 3.16483
C -2.57282 1.78785 3.66337
H -1.43738 -4.60332 -1.50949
H -1.87743 -2.58165 2.05097
O 1.00373 -2.54190 -0.23351
H 3.67111 -4.46280 0.87126
C 0.84028 3.53896 2.74462
H 0.26850 5.32140 -0.91754
H 4.35489 3.06051 -3.81021
H 3.20556 3.25217 0.44609
C -2.46363 4.08008 -2.10594
H 4.62274 -0.43810 1.96268
C -1.19427 -5.54843 -1.04682
C -4.31643 5.22604 -1.09676
C -3.85403 -0.02354 -2.49856
C -3.40863 0.84848 4.22426
C -1.74133 -6.69530 -1.54537
C 4.10672 -2.42685 1.17762
C -2.49177 1.77737 2.25806
C -3.20786 0.90286 1.45080
C -0.23430 -2.37665 3.00216
H 3.19715 0.86222 0.47587
C 1.64387 4.65010 4.67910
H -4.80882 -0.67641 3.95548
H -1.85417 -1.21288 3.81162
H 0.23664 3.52829 1.84913
Cl 0.60606 1.23300 -6.21252
C 2.01912 2.26196 4.40954
C -2.82436 0.16762 -4.63117
H -1.97351 0.08412 -5.29108
C 0.70835 1.07654 -2.19030
C 1.17178 -1.29080 -2.19289
F 3.83131 4.77077 -1.88687
O 0.77868 2.37779 -2.76273
H -6.07989 0.97357 -4.93928
C 4.22942 -3.75213 1.46255
Cl -0.68255 -5.20681 -6.45666
C 3.80706 3.40503 -1.73593
C 4.19096 2.67845 -2.81343
C 0.19159 -3.81717 -5.72102
H 1.36303 0.07613 -3.86582
H 4.80831 -5.24815 2.92921
H 2.64118 -3.24534 4.56720
C -0.46646 -5.56805 0.16252
H 0.56427 5.62733 3.04655
C -0.18196 -1.38606 5.19682
H -0.63790 -0.70166 5.89691
C 1.01595 -2.97684 3.31321
H -2.43645 -6.56385 -2.36141
Cl -0.24075 -3.82633 -3.98300
C -2.14445 5.70218 -0.39461
H 4.36535 0.71213 -3.66287
Cl -0.30042 -2.30959 -6.47747
H 3.37937 -2.10554 0.44677
H 5.92421 -3.65635 4.43986
C 1.69292 -2.73000 4.52695
H 0.43245 3.05082 -2.17216
C -1.44822 -7.91023 -0.98972
H 2.29901 1.34238 4.90191
F -1.77145 2.68830 1.69831
C -4.07831 -0.01513 2.06129
H 0.25627 1.89700 -0.28847
H -5.88656 0.45870 -2.37737
F 5.94230 -1.07554 4.05416
Cl 0.32385 2.82516 -8.58395
F -4.12637 0.68424 -6.63129
C 1.43532 2.33136 3.20307
Cl -1.44335 3.20077 -6.21205
C -3.81933 4.31016 -2.00704
H -3.00859 1.02042 0.39588
H -1.95745 -8.74450 -1.44915
H 1.35321 1.42035 2.62885
F 2.75649 3.40275 6.39316
C 2.09374 3.42564 5.19623
C -4.13435 0.00021 3.45181
H -3.71507 -0.21065 -1.44401
H -0.01177 -4.65629 0.52079
C 3.86899 0.63971 -1.53939
O 1.78436 -1.46251 6.56443
C 1.10958 -1.85838 5.43498
C -4.05974 0.52687 -5.24740
O -0.27687 4.65741 -1.34568
H 2.74322 -1.46296 6.51760
C 4.83733 -4.20810 2.63966
O -0.94195 -2.59430 1.83574
C 0.89931 -1.35084 -0.82479
H -1.54096 6.32754 0.24658
C -5.16674 0.68855 -4.43794
H -1.73192 -0.37023 -2.79283
C -1.63540 4.74615 -1.28069
C 0.39643 0.97776 -0.83780
C 0.17561 2.86339 -6.76637
O -5.60151 5.51162 -1.06089
C -0.11397 -6.81402 0.69192
C 3.52777 1.40969 -0.39440
H 0.47550 -2.55427 0.56801
H -1.88328 2.36258 4.26389
C 3.41585 2.80725 -0.51528
C -2.66117 -0.05406 -3.24331
H 1.69985 5.53847 5.29070
H -3.91087 6.69219 0.28795
H -3.46227 0.76986 5.30006
C -3.49900 5.90417 -0.32506
H 1.51753 -2.13792 -2.76668
C 4.29027 1.29147 -2.75451
C -0.54870 -7.96117 0.05794
C 1.01499 4.73008 3.44428
H -0.31210 -8.95771 0.40045
H -1.90188 3.55050 -2.86118
Cl 1.94563 -3.99119 -5.98704
H 0.27000 -0.31485 0.93611

Force components x, y, z for each atom (eV/Å):
-0.118 -0.009 -0.286
0.006 0.828 -0.733
0.338 -0.128 -0.370
0.011 -0.455 -0.346
0.435 0.190 0.299
1.071 0.646 -0.176
-1.138 -0.481 -1.424
1.685 -0.434 0.532
1.312 -0.541 -0.933
1.682 -0.371 -1.495
0.176 -0.128 -0.183
0.042 0.003 -0.124
-0.216 -0.069 0.020
-0.414 -0.928 0.280
0.451 -0.686 -1.157
0.098 0.164 0.052
-0.133 0.081 -0.156
0.574 -1.324 0.438
0.087 -0.150 -0.191
0.812 -0.444 -0.125
-0.664 0.275 0.200
0.109 0.822 0.239
-0.225 1.044 -0.388
0.553 -0.541 -0.827
-0.121 0.098 -0.285
0.378 0.806 1.768
-0.403 -2.739 -2.353
1.397 0.261 0.027
0.696 0.771 0.885
-0.658 0.631 -0.717
0.132 1.347 1.109
-1.726 -1.291 2.075
0.029 -0.028 0.471
0.105 -0.290 1.771
0.050 0.300 0.275
0.231 -0.087 1.121
-0.074 -0.200 -0.031
-0.033 0.125 0.088
0.300 0.015 -0.150
0.145 -0.185 -0.057
0.647 0.680 2.994
0.169 0.230 -0.445
0.173 -0.021 -0.041
-0.719 2.579 1.269
-0.333 1.207 0.129
-0.376 -0.686 0.427
0.198 -2.481 -0.521
-0.311 0.059 0.370
-0.454 -1.616 0.795
0.397 0.510 0.037
-0.384 0.796 1.691
0.500 -1.551 -1.423
-0.199 -0.517 0.056
-0.184 -0.376 -0.282
-0.004 -0.126 -0.215
0.227 0.302 0.717
0.591 -0.512 -1.255
0.153 0.214 0.254
-0.292 0.529 -0.511
0.069 -0.061 0.293
-0.796 0.512 -0.180
-0.010 -0.412 -0.230
0.380 0.086 -0.609
-0.036 -0.314 0.049
0.489 -0.012 -0.008
-0.212 0.010 0.084
0.344 0.141 -0.376
0.171 0.203 0.003
-1.204 -0.001 -1.953
-0.159 0.156 0.506
-0.066 0.401 -0.543
0.351 -0.238 -0.329
1.537 1.639 -1.441
0.882 0.836 0.119
-0.310 0.194 0.105
-0.353 -0.079 -0.271
-0.046 0.225 -0.423
-0.159 0.473 1.100
0.103 -0.082 2.024
-1.631 0.827 -1.713
-0.878 -0.033 -0.452
0.036 -0.585 -0.717
-0.338 -0.261 -0.231
0.437 -0.549 0.381
-0.192 -0.038 -0.218
-0.774 -0.074 -0.772
0.391 0.760 -1.133
-1.448 -1.248 -0.666
-0.577 -0.101 0.205
-0.222 -0.109 0.311
0.696 1.456 -0.085
-0.966 0.372 0.584
0.829 -0.234 -0.038
1.310 -0.464 0.857
1.025 -1.721 -1.136
-0.045 -0.334 -0.556
0.910 1.114 0.459
0.876 -0.452 -0.264
-1.328 0.914 -0.910
0.491 -0.155 -0.078
0.099 -0.696 0.082
0.167 0.201 -0.179
0.916 3.334 2.795
-0.365 0.079 0.886
-0.190 -0.894 -0.412
-3.026 0.871 0.315
-0.627 1.275 -0.645
-0.062 -0.129 -2.645
-0.298 0.040 0.279
-0.149 0.390 -0.102
1.195 -0.902 -0.019
-2.134 -0.123 -1.821
0.281 0.036 0.146
0.009 -0.027 0.260
-0.091 0.019 0.113
1.940 2.284 2.075
-0.005 -0.134 0.307
-2.135 -0.945 2.436
-0.258 -1.404 0.755
-0.388 -1.660 -0.104
0.317 0.090 0.482
-0.732 -0.711 -0.413
-0.446 -0.149 0.359
-0.378 0.274 0.117

LUMO ... 0.15 eV
Multiplicity ... 1
Molecular weight ... 1214.61 g mol⁻¹
HOMO-LUMO gap ... 8.2071 eV
E ... -187616.252 eV
HOMO energy ... -8.05 eV